# 1
# C9H22ClI2N2P2Sn

A molecular structure, C9H22ClI2N2P2Sn (ωB97M-V/def2-TZVPD, the OMol25 dataset).

Computed properties:
total charge = +3
Kohn-Sham gap (alpha / beta) = 3.90 / 4.33 eV
HOMO (alpha / beta) = -16.6 / -17.0 eV

Last column: natural (NBO) charge in e.
Cartesian coordinates (Å):
I  0.435  1.426  0.421  0.310
I  -0.443  -1.558  0.312  0.392
Sn  0.012  -0.139  -4.820  1.435
P  -2.206  -0.023  -1.101  0.988
C  -3.116  0.075  0.494  -0.951
C  -3.233  1.333  -1.841  -0.866
H  -4.278  0.994  -1.771  0.283
H  -4.283  -1.085  -1.667  0.266
H  -2.945  1.480  -2.890  0.235
H  -2.960  -1.649  -2.744  0.231
H  -2.916  0.999  1.021  0.248
H  -3.115  2.243  -1.241  0.271
C  -3.238  -1.422  -1.706  -0.936
H  -4.191  -0.013  0.322  0.270
H  -3.122  -2.299  -1.062  0.268
H  -2.872  -0.737  1.161  0.253
P  2.202  -0.034  -1.097  0.965
C  3.142  0.015  0.495  -0.947
C  3.250  -1.434  -1.722  -0.867
H  2.931  1.479  -2.870  0.228
H  4.264  1.004  -1.759  0.267
H  3.097  2.251  -1.235  0.268
C  3.215  1.332  -1.818  -0.929
H  2.968  -1.661  -2.759  0.233
H  4.293  -1.082  -1.670  0.280
H  4.223  0.039  0.329  0.267
H  2.896  -0.837  1.120  0.249
H  3.124  -2.295  -1.054  0.269
H  2.943  0.910  1.070  0.247
Cl  -0.013  -0.197  -7.138  -0.432
N  -0.260  0.839  4.746  -0.503
C  0.325  -0.427  4.947  -0.012
C  0.509  -0.948  3.686  -0.087
N  -0.171  -0.213  2.768  -0.550
C  -0.583  0.922  3.400  0.175
H  -0.154  1.671  5.366  0.467
H  0.281  -0.912  5.910  0.270
H  1.104  -1.799  3.440  0.227
H  -1.114  1.750  2.956  0.218

# 2
# C3H6O3S

A molecular structure, C3H6O3S (ωB97M-V/def2-TZVPD, the OMol25 dataset).

Computed properties:
Kohn-Sham gap = 10.87 eV
HOMO = -10.5 eV

Last column: natural (NBO) charge in e.
Cartesian coordinates (Å):
C  -0.410  -0.038  0.329  0.483
C  1.898  0.178  -0.361  -0.590
C  0.943  0.010  0.913  -0.511
O  -3.901  -0.143  0.253  -0.883
O  -2.154  -0.713  -1.250  -0.936
O  -1.286  0.718  0.552  -0.554
S  -3.072  0.301  -0.742  1.728
H  -0.418  -0.768  -0.503  0.163
H  2.824  -0.276  -0.202  0.220
H  1.923  1.184  -0.683  0.216
H  1.454  -0.377  -1.325  0.207
H  1.015  0.805  1.593  0.223
H  1.185  -0.881  1.425  0.234

# 3
# C15H45N12O9

8 unconnected molecules or ions with the total composition C15H45N12O9 (ωB97M-V/def2-TZVPD, the OMol25 dataset).

Computed properties:
total charge = -1
Kohn-Sham gap = 8.83 eV
HOMO = -6.5 eV

Last column: Mulliken charge in e.
Cartesian coordinates (Å):
C  -1.631  0.583  0.009  -0.333
C  -0.521  1.648  0.093  -0.132
O  0.257  1.529  1.094  -0.715
O  -0.310  2.484  -0.800  -0.801
H  -1.801  0.388  -1.049  0.357
H  -2.523  0.945  0.526  0.310
H  -1.400  -0.303  0.597  -0.039
C  -5.313  -1.861  -0.127  -1.396
C  -4.302  -2.614  0.768  0.238
C  -3.091  -2.947  -0.099  0.047
O  -2.156  -3.801  0.521  -0.425
C  -1.085  -3.177  1.240  0.151
N  -3.928  -1.656  1.786  -0.578
H  -5.768  -2.350  -0.995  0.362
H  -4.833  -0.953  -0.502  0.311
H  -6.185  -1.511  0.433  0.381
H  -4.753  -3.542  1.118  0.347
H  -2.682  -2.025  -0.528  -0.244
H  -3.437  -3.406  -1.030  0.391
H  -0.358  -3.937  1.496  0.279
H  -1.493  -2.674  2.123  0.373
H  -0.803  -2.341  0.598  -0.583
H  -3.888  -0.696  1.444  0.130
H  -4.785  -1.457  2.312  0.343
C  3.659  -2.434  0.863  -1.727
C  2.520  -1.576  1.365  2.487
C  2.241  -1.863  2.846  -1.112
O  1.706  -3.151  2.996  -0.159
C  1.559  -3.673  4.297  -0.876
N  2.768  -0.171  0.996  -0.434
H  3.414  -3.164  0.087  0.254
H  3.995  -3.164  1.607  0.408
H  4.491  -1.790  0.582  0.488
H  1.533  -1.834  0.964  -1.067
H  1.568  -1.077  3.223  0.310
H  3.094  -1.684  3.519  0.540
H  2.516  -3.524  4.815  0.340
H  1.488  -4.755  4.207  0.260
H  0.748  -3.142  4.798  0.304
H  3.379  0.134  1.759  0.343
H  1.928  0.361  1.221  -0.253
C  2.543  -0.064  -2.678  0.406
O  2.314  -0.283  -3.876  -0.726
N  3.466  -0.747  -1.980  -0.477
N  1.733  0.793  -1.965  0.330
H  3.356  -0.768  -0.974  0.264
H  3.572  -1.625  -2.471  0.288
H  0.909  1.277  -2.271  -0.014
H  1.757  0.649  -0.964  -0.009
C  -2.384  5.072  -2.649  0.656
O  -1.772  5.650  -1.759  -0.608
N  -2.855  5.722  -3.758  -0.418
N  -2.452  3.714  -2.683  -0.360
H  -3.433  5.254  -4.435  0.150
H  -2.902  6.718  -3.858  0.210
H  -2.727  3.311  -3.559  0.208
H  -1.774  3.315  -2.034  0.171
C  2.335  4.854  -2.410  0.384
O  2.779  5.952  -2.731  -0.724
N  0.988  4.606  -2.452  -0.136
N  3.062  3.742  -2.117  -0.287
H  0.515  3.834  -2.016  0.378
H  0.471  5.373  -2.843  0.105
H  2.645  2.863  -1.863  0.293
H  4.059  3.856  -2.106  0.186
C  1.163  2.407  4.457  0.423
O  1.556  2.858  5.536  -0.735
N  1.839  2.606  3.303  -0.262
N  0.075  1.605  4.341  -0.265
H  2.534  3.327  3.351  0.181
H  1.485  2.240  2.431  0.413
H  -0.469  1.430  5.164  0.185
H  -0.285  1.318  3.443  0.201
C  0.238  -2.994  -2.509  0.633
O  0.777  -3.774  -1.733  -0.611
N  -0.427  -1.898  -2.068  0.165
N  0.112  -3.143  -3.869  -0.485
H  -0.667  -1.171  -2.714  0.276
H  -0.518  -1.688  -1.091  -0.707
H  -0.336  -2.441  -4.425  0.187
H  0.899  -3.568  -4.335  0.251

# 4
# C44H53F2FeN8O10PS

A molecular structure, C44H53F2FeN8O10PS (ωB97M-V/def2-TZVPD, the OMol25 dataset).

Computed properties:
total charge = +1
Kohn-Sham gap (alpha / beta) = 4.72 / 6.22 eV
expectation value of S² = 0.790
HOMO (alpha / beta) = -8.0 / -9.5 eV
multiplicity = 2

Last column: Mulliken spin population.
Cartesian coordinates (Å):
Fe  0.224  -1.510  -0.742  -0.008
C  2.373  2.567  5.805  0.000
C  3.134  2.681  4.492  0.000
N  2.451  1.993  3.377  0.001
C  2.782  0.716  3.096  -0.002
C  2.262  -0.025  2.077  0.027
C  2.761  -1.424  1.924  -0.003
O  3.553  -1.925  2.694  -0.001
O  2.225  -1.997  0.865  0.000
C  1.319  0.583  1.200  -0.024
O  0.927  0.152  0.126  -0.009
C  0.802  1.891  1.641  0.002
C  -0.292  2.430  0.963  -0.001
C  -0.747  3.665  1.311  0.003
F  -1.851  4.152  0.702  0.000
C  -0.120  4.439  2.296  -0.003
C  0.939  3.883  2.987  0.000
C  1.396  2.594  2.686  -0.001
N  -0.513  5.775  2.591  0.000
C  -1.228  6.570  1.605  0.000
C  -0.929  8.036  1.853  0.000
N  -1.368  8.383  3.262  0.000
C  -0.664  7.510  4.276  0.000
C  -0.964  6.065  3.943  0.000
H  2.890  3.114  6.595  0.000
H  2.296  1.521  6.107  0.000
H  1.358  2.962  5.712  0.000
H  4.115  2.227  4.585  0.000
H  3.292  3.719  4.209  0.000
H  3.540  0.263  3.724  0.000
H  -0.777  1.846  0.179  0.000
H  1.421  4.476  3.756  0.000
H  -2.314  6.407  1.643  0.000
H  -0.897  6.325  0.602  0.000
H  -1.456  8.683  1.158  0.000
H  0.139  8.224  1.795  0.000
H  -2.372  8.220  3.335  0.000
H  -1.203  9.367  3.458  0.000
H  -1.006  7.784  5.271  0.000
H  0.400  7.709  4.183  0.000
H  -2.047  5.887  4.047  0.000
H  -0.459  5.426  4.661  0.000
C  -4.655  -5.895  0.587  0.000
C  -4.862  -4.482  0.060  0.000
N  -3.843  -4.081  -0.927  0.000
C  -4.198  -4.201  -2.345  0.000
C  -3.757  -5.511  -2.990  0.000
C  -2.640  -3.631  -0.514  -0.001
S  -1.427  -3.284  -1.695  0.000
N  -2.501  -3.563  0.818  0.000
C  -1.495  -2.920  1.402  0.000
O  -0.608  -2.236  0.866  0.001
C  -1.447  -3.019  2.908  0.000
C  -2.425  -3.702  3.621  0.002
C  -2.360  -3.773  5.007  -0.001
C  -1.313  -3.164  5.689  0.001
C  -0.331  -2.482  4.981  -0.001
C  -0.402  -2.409  3.595  0.000
H  -5.465  -6.165  1.270  0.000
H  -3.708  -5.955  1.127  0.000
H  -4.639  -6.624  -0.225  0.000
H  -4.829  -3.781  0.886  0.000
H  -5.831  -4.395  -0.426  0.000
H  -3.757  -3.362  -2.874  0.000
H  -5.280  -4.112  -2.409  0.000
H  -2.680  -5.640  -2.885  0.000
H  -4.005  -5.500  -4.055  0.000
H  -4.259  -6.367  -2.535  0.000
H  -3.234  -4.175  3.078  0.000
H  -3.124  -4.310  5.556  0.000
H  -1.262  -3.225  6.770  0.000
H  0.496  -2.016  5.505  0.000
H  0.352  -1.886  3.022  0.001
O  -1.239  -0.069  -1.249  0.005
C  -0.812  -0.039  -2.427  -0.006
O  0.041  -0.852  -2.851  0.024
C  -1.316  1.036  -3.349  -0.018
C  -0.559  1.407  -4.452  -0.009
C  -0.994  2.429  -5.283  0.000
C  -2.185  3.056  -4.983  -0.001
C  -2.963  2.699  -3.898  -0.001
C  -2.515  1.681  -3.072  0.002
N  -2.642  4.180  -5.852  0.000
O  -3.638  4.787  -5.512  0.000
O  -1.988  4.429  -6.842  0.000
H  0.376  0.894  -4.642  0.004
H  -0.426  2.744  -6.147  0.000
H  -3.894  3.215  -3.718  0.000
H  -3.082  1.378  -2.202  0.000
F  5.741  0.529  -7.003  0.013
C  5.127  0.416  -5.809  0.196
C  4.560  1.543  -5.244  -0.086
C  3.933  1.427  -4.018  0.183
C  3.858  0.185  -3.341  0.006
C  3.225  0.045  -2.090  0.357
C  4.449  -0.940  -3.973  0.180
C  5.083  -0.822  -5.195  -0.090
H  4.616  2.490  -5.769  -0.003
H  3.481  2.299  -3.554  0.007
H  2.760  0.894  -1.599  0.022
H  3.139  -0.931  -1.629  0.204
H  4.400  -1.904  -3.471  0.027
H  5.548  -1.674  -5.677  -0.003
N  0.780  -3.513  -3.876  -0.002
C  1.263  -4.699  -3.061  0.001
P  2.381  -4.024  -1.753  -0.005
O  3.801  -4.107  -2.181  0.000
O  1.747  -2.644  -1.567  -0.002
C  2.090  -5.021  -0.276  0.000
N  2.956  -4.480  0.807  0.000
H  1.438  -3.268  -4.611  0.000
H  0.746  -2.696  -3.240  0.008
H  -0.151  -3.649  -4.263  0.000
H  1.777  -5.404  -3.708  0.000
H  0.387  -5.150  -2.605  0.000
H  2.313  -6.068  -0.498  0.000
H  1.037  -4.918  -0.003  0.000
H  2.567  -2.894  0.695  0.002
H  3.909  -4.395  0.467  0.000
H  2.972  -5.101  1.606  0.000

# 5
# C20H42BFN4NbO10

A molecular structure, C20H42BFN4NbO10 (ωB97M-V/def2-TZVPD, the OMol25 dataset).

Computed properties:
total charge = -1
Kohn-Sham gap = 7.25 eV
HOMO = -5.2 eV

Last column: Mulliken charge in e.
Cartesian coordinates (Å):
C  -3.078  -0.132  -4.610  -1.004
N  -1.787  -0.314  -3.872  0.176
C  -1.077  -1.580  -4.240  -0.852
B  -0.896  0.898  -3.936  0.869
O  -0.508  1.587  -5.178  -0.655
Nb  -0.077  1.836  -1.977  -0.923
N  -1.311  3.565  -2.460  -0.788
C  -1.813  0.814  -0.867  -0.129
C  -1.442  -0.621  -0.238  0.348
C  -2.637  -1.317  0.590  -0.083
N  -3.968  -0.726  0.835  -0.348
O  -2.380  -2.467  1.109  -0.602
C  1.363  0.111  -1.597  -0.097
C  2.902  0.408  -1.971  0.331
O  3.686  -0.575  -2.041  -0.562
F  3.461  1.705  -2.184  -0.220
N  0.622  2.806  -0.178  -0.669
C  0.343  4.095  -0.184  0.791
O  -0.210  5.224  -0.091  -0.562
H  -3.924  -0.295  -3.829  0.220
H  -3.185  0.972  -4.945  0.284
H  -3.215  -0.821  -5.515  0.349
H  -1.785  -2.293  -4.820  0.320
H  -0.122  -1.439  -4.855  0.287
H  -0.838  -2.130  -3.245  0.158
H  -1.343  2.051  -5.458  0.235
H  1.232  2.620  -2.985  0.022
H  -0.818  4.031  -3.244  0.229
H  -2.204  3.206  -2.844  0.164
H  -2.171  1.473  0.018  0.389
H  -2.692  0.758  -1.617  0.123
H  -0.583  -0.473  0.517  0.166
H  -1.170  -1.334  -1.099  -0.165
H  -4.268  -0.988  1.806  0.338
H  -4.640  -1.193  0.188  0.286
H  1.026  -0.820  -2.199  0.165
H  1.379  -0.202  -0.479  0.374
O  -4.783  0.034  3.417  -0.621
C  -3.790  0.129  4.109  0.803
O  -3.826  0.844  5.248  -0.365
C  -2.767  0.885  6.215  -0.387
C  -1.712  1.900  5.825  -0.915
C  -2.484  -0.474  3.669  -0.714
H  -2.351  -0.112  6.383  0.376
H  -3.226  1.191  7.158  0.294
H  -1.238  1.646  4.873  0.257
H  -0.935  1.963  6.591  0.340
H  -2.161  2.889  5.697  0.296
H  -2.005  0.197  2.952  0.150
H  -2.688  -1.432  3.187  0.129
H  -1.797  -0.684  4.486  0.361
O  7.833  7.043  -0.275  -0.591
C  7.426  6.183  -1.027  0.714
O  6.133  5.818  -1.005  -0.358
C  5.521  4.935  -1.960  -0.474
C  5.749  3.484  -1.587  -0.754
C  8.375  5.451  -1.937  -0.863
H  5.853  5.166  -2.976  0.347
H  4.450  5.147  -1.930  0.323
H  6.812  3.230  -1.584  0.302
H  5.239  2.822  -2.287  0.253
H  5.375  3.286  -0.579  0.284
H  8.880  4.667  -1.368  0.228
H  9.116  6.162  -2.310  0.299
H  7.901  5.016  -2.814  0.317
O  -2.346  -7.940  -0.166  -0.578
C  -1.863  -7.374  0.790  0.574
O  -1.386  -8.086  1.831  -0.376
C  -0.650  -7.527  2.927  -0.416
C  -1.584  -6.958  3.977  -0.888
C  -1.861  -5.872  0.873  -0.710
H  0.082  -6.796  2.575  0.386
H  -0.080  -8.350  3.364  0.298
H  -2.192  -6.143  3.578  0.246
H  -1.019  -6.581  4.833  0.339
H  -2.279  -7.727  4.326  0.293
H  -2.841  -5.533  1.213  0.221
H  -1.664  -5.470  -0.123  0.364
H  -1.089  -5.466  1.524  0.250

Calculated total energy (computed, hartree): -2416.9965; -741.7565; -1933.0225; -5101.7102; -1940.2539